w.
# C3H4S2

The molecule C3H4S2 (the ωB97M-V functional and the def2-TZVPD basis, the OMol25 dataset).

Results
Frontier orbital gap, Eh: 0.339
M, u: 104.20
SMILES: C#CC(S)S

Structure (ORCA input):
```
! RIJCOSX wB97M-V def2-TZVPD def2/J DEFGRID3
* xyz 0 1
C -1.8736 -0.1289 -0.2094
C -0.7410 -0.2967 0.2631
C 0.6717 -0.2314 0.4795
S 1.3589 1.7478 0.1211
S 1.6346 -1.3210 -0.6979
H -2.8141 -0.1117 -0.4739
H 0.9782 -0.4435 1.5881
H 0.2846 2.5111 0.2128
H 0.5007 -1.7258 -1.2834
*
```

These are the Mulliken partial charges, in e, on atoms 1 to 4:
1 C 0.131
2 C -0.825
3 C -0.130
4 S -0.177


x.
# C3H4S2

A structure of composition C3H4S2 (the ωB97M-V functional and the def2-TZVPD basis, the OMol25 dataset).

Results
Frontier orbital gap, Eh: 0.308
M, u: 104.20

Structure (ORCA input):
```
! RIJCOSX wB97M-V def2-TZVPD def2/J DEFGRID3
* xyz 0 1
C -1.0903 -0.8013 0.1550
C -0.3029 0.5949 0.1408
C 1.1744 -0.2386 -0.3131
H -0.3960 1.2912 1.1783
H -0.7011 1.5185 -0.5325
H 1.9750 -0.0625 0.6151
H 1.6816 0.2392 -1.1803
S -2.7031 -0.8278 -0.1101
S 0.3625 -1.7134 0.0467
*
```

These are the Mulliken partial charges, in e, on atoms 1 to 4:
1 C 0.211
2 C -0.484
3 C -0.442
4 H 0.233


Each structure's energy above the most stable one, in kJ/mol: w 23.1; x 0.0.


w.
# C3H4S2

The molecule C3H4S2 (the ωB97M-V functional and the def2-TZVPD basis, the OMol25 dataset).

Results
Frontier orbital gap, Eh: 0.293
M, u: 104.20
SMILES: C=CC(=S)S

Structure (ORCA input):
```
! RIJCOSX wB97M-V def2-TZVPD def2/J DEFGRID3
* xyz 0 1
C -0.6881 -1.4697 -0.5139
C 0.3378 -0.7118 -0.1668
C 0.0916 0.7024 0.5293
S -1.2543 1.1217 1.4200
S 1.3894 1.8352 0.2630
H -0.3050 -2.2856 -1.0967
H -1.7808 -1.2857 -0.5935
H 1.4805 -0.9533 -0.1384
H 0.7289 3.0469 0.2970
*
```

These are the Mulliken partial charges, in e, on atoms 1 to 4:
1 C -0.669
2 C -0.116
3 C 0.250
4 S -0.205


x.
# C3H4S2

The molecule C3H4S2 (the ωB97M-V functional and the def2-TZVPD basis, the OMol25 dataset).

Results
Frontier orbital gap, Eh: 0.272
M, u: 104.20
SMILES: CSC=C=S

Structure (ORCA input):
```
! RIJCOSX wB97M-V def2-TZVPD def2/J DEFGRID3
* xyz 0 1
C -1.5607 1.4285 -0.4243
C -2.3841 0.4475 -0.1710
C 0.4038 -0.3140 0.6133
S -3.3616 -0.7765 0.2521
S 0.1744 1.2874 -0.3738
H -1.9762 2.1414 -1.1622
H 0.5728 -1.2275 0.0579
H -0.2332 -0.1923 1.3789
H 1.4723 -0.2520 0.9401
*
```

These are the Mulliken partial charges, in e, on atoms 1 to 4:
1 C 0.060
2 C -0.073
3 C -0.978
4 S -0.277


Each structure's energy above the most stable one, in kJ/mol: w 0.0; x 38.4.


w.
# C2H5ClNS

A cluster of 2 separate species, C2H5ClNS in total (the ωB97M-V functional and the def2-TZVPD basis, the OMol25 dataset).

Results
Frontier orbital gap, Eh: 0.314
M, u: 110.59

Structure (ORCA input):
```
! RIJCOSX wB97M-V def2-TZVPD def2/J DEFGRID3
* xyz 1 1
C 0.0809 -1.0260 -1.8788
C -0.2519 0.1380 0.4909
N 0.7485 -0.3402 1.0942
S -0.2298 -0.7459 -3.4884
Cl 1.2002 -2.2563 -1.4574
H -0.9894 -0.5591 0.3101
H -0.3133 1.2825 0.3230
H -1.0738 0.1793 -3.0494
H 0.5543 -1.2064 1.6325
H 1.7033 0.0622 1.1075
*
```

These are the Mulliken partial charges, in e, on atoms 1 to 4:
1 C 0.076
2 C -0.368
3 N -0.143
4 S 0.000


x.
# C2H5ClNS

A cluster of 2 separate species, C2H5ClNS in total (the ωB97M-V functional and the def2-TZVPD basis, the OMol25 dataset).

Results
Frontier orbital gap, Eh: 0.330
M, u: 110.59

Structure (ORCA input):
```
! RIJCOSX wB97M-V def2-TZVPD def2/J DEFGRID3
* xyz 1 1
C -0.1057 1.7407 -0.4029
C -1.3388 0.9620 -0.3857
N -0.1623 0.5107 0.5066
S 0.8573 2.8232 -0.8827
Cl 2.2088 -0.5479 -0.9830
H -1.6657 0.1827 -1.0374
H -2.0260 1.2586 0.3081
H 3.0141 -1.1341 -0.1594
H 0.3166 -0.4243 0.1820
H -0.3926 0.6992 1.5342
*
```

These are the Mulliken partial charges, in e, on atoms 1 to 4:
1 C 0.264
2 C -0.143
3 N -0.185
4 S -0.187


y.
# C2H5ClNS

A structure of composition C2H5ClNS (the ωB97M-V functional and the def2-TZVPD basis, the OMol25 dataset).

Results
Frontier orbital gap (alpha / beta), Eh: 0.311 / 0.311
M, u: 110.59

Structure (ORCA input):
```
! RIJCOSX wB97M-V def2-TZVPD def2/J DEFGRID3
* xyz 1 1
C -0.9745 0.5615 -0.8969
C 1.4185 -0.5963 1.2559
N 0.6409 0.2424 0.8250
S -1.5174 -0.7810 -1.7054
Cl -0.3160 1.5472 -2.0759
H 0.9505 -1.5463 1.2317
H 2.5239 -0.5481 1.6069
H -2.3286 -1.2753 -0.7125
H -1.4316 1.2213 -0.0938
H 1.0343 1.1746 0.5650
*
```

These are the Mulliken partial charges, in e, on atoms 1 to 4:
1 C 0.236
2 C -0.201
3 N -0.378
4 S -0.006


Each structure's energy above the most stable one, in kJ/mol: w 71.5; x 0.0; y 61.0.


w.
# C2H4N3O

The ion C2H4N3O with charge +1 (the ωB97M-V functional and the def2-TZVPD basis, the OMol25 dataset).

Results
Frontier orbital gap, Eh: 0.428
M, u: 86.07
SMILES: C#[N+]O/N=N/C

Structure (ORCA input):
```
! RIJCOSX wB97M-V def2-TZVPD def2/J DEFGRID3
* xyz 1 1
C 1.0800 -0.1683 -2.0823
C -0.1097 -0.1819 0.7455
N 1.9408 -0.9802 -2.3276
N 1.6763 -1.5410 -0.1896
N 0.7139 -0.7823 -0.2247
O 2.3546 -1.7464 -1.2796
H 0.3646 0.4401 -2.7307
H -0.3959 -0.8790 1.5797
H 0.5983 0.6237 1.0643
H -0.8942 0.3352 0.2105
*
```

These are the Mulliken partial charges, in e, on atoms 1 to 4:
1 C 0.131
2 C -0.500
3 N -0.050
4 N -0.048


x.
# C2H4N3O

The ion C2H4N3O with charge +1 (the ωB97M-V functional and the def2-TZVPD basis, the OMol25 dataset).

Results
Frontier orbital gap, Eh: 0.466
M, u: 86.07
SMILES: C[n+]1cnon1

Structure (ORCA input):
```
! RIJCOSX wB97M-V def2-TZVPD def2/J DEFGRID3
* xyz 1 1
C -1.0425 0.6858 0.7959
C 0.9056 -1.0723 -0.0048
N -1.5311 1.5595 0.0384
N 0.0634 0.7409 -1.2788
N 0.1767 0.0967 -0.2741
O -0.8487 1.5990 -1.2364
H -0.9179 0.3854 1.8102
H 1.4169 -1.3385 -1.0322
H 1.6282 -0.9126 0.7870
H 0.1493 -1.7440 0.3948
*
```

These are the Mulliken partial charges, in e, on atoms 1 to 4:
1 C 0.129
2 C -0.640
3 N -0.176
4 N -0.037


Each structure's energy above the most stable one, in kJ/mol: w 79.1; x 0.0.


w.
# C2H5NO4P

The ion C2H5NO4P with charge -1 (the ωB97M-V functional and the def2-TZVPD basis, the OMol25 dataset).

Results
Frontier orbital gap, Eh: 0.344
M, u: 138.04
SMILES: CC(=O)O[P@](N)(=O)[O-]

Structure (ORCA input):
```
! RIJCOSX wB97M-V def2-TZVPD def2/J DEFGRID3
* xyz -1 1
C -0.7504 -0.6883 -0.2653
C -2.3290 -0.7646 -0.2031
N 1.7946 1.8210 0.5695
O 2.0847 0.2726 -1.6827
O -0.1310 -1.7404 -0.4444
O 2.4081 -0.7022 0.6741
O -0.2310 0.4523 -0.1345
P 1.8627 0.3390 -0.2386
H -2.7208 -1.4257 0.5644
H -2.7008 0.2599 -0.0429
H -2.6793 -1.0932 -1.1453
H 2.4586 1.7178 1.3172
H 0.9335 1.5518 1.0316
*
```

These are the Mulliken partial charges, in e, on atoms 1 to 4:
1 C 0.802
2 C -0.969
3 N -0.721
4 O -0.663


x.
# C2H5NO4P

The ion C2H5NO4P with charge -1 (the ωB97M-V functional and the def2-TZVPD basis, the OMol25 dataset).

Results
Frontier orbital gap, Eh: 0.325
M, u: 138.04
SMILES: CC(=O)O[P@](N)(=O)[O-]

Structure (ORCA input):
```
! RIJCOSX wB97M-V def2-TZVPD def2/J DEFGRID3
* xyz -1 1
C 0.3439 0.8124 0.3463
C 0.6980 1.8125 1.4712
N 0.2125 -1.5699 -1.6514
O -2.1514 -0.7581 -0.7246
O 0.0970 -0.3645 0.6848
O -0.8475 -2.6819 0.3589
O 0.2503 1.1065 -0.8185
P -0.8746 -1.4165 -0.3826
H 1.7976 2.1290 1.2489
H -0.0533 2.5379 1.1789
H 0.5693 1.3767 2.5074
H -0.2461 -2.3219 -2.0920
H 0.2042 -0.6624 -2.1272
*
```

These are the Mulliken partial charges, in e, on atoms 1 to 4:
1 C 0.830
2 C -0.869
3 N -0.636
4 O -0.710


Each structure's energy above the most stable one, in kJ/mol: w 41.3; x 0.0.